C17H28N2 | wB97M-V/def2-TZVPD

Last column: Löwdin charge in e.
Element x y z (Å)
C 3.77411 -1.32601 -0.51798  -0.0566
C 2.31733 -1.68780 -0.48939  -0.3470
C 1.44338 -1.28266 0.42332  -0.0879
C 1.66135 -0.36694 1.58646  -0.1771
H 2.70101 -0.05047 1.65837  0.0902
H 1.41080 -0.90128 2.50855  0.1135
C 0.74789 0.85918 1.47609  -0.1653
H -0.28948 0.52306 1.44701  0.0866
C 1.01032 1.68045 0.21126  -0.3664
C 2.27668 2.52482 0.33354  -0.0595
H 3.14377 1.89173 0.49895  0.0689
H 2.44438 3.09759 -0.57642  0.0773
H 2.19342 3.22151 1.16575  0.0813
H 1.14629 0.98314 -0.62045  0.1178
C -0.18187 2.59936 -0.08088  -0.1884
N -1.45362 1.89886 -0.20548  -0.2298
C -2.55456 2.82854 -0.04997  -0.0950
H -2.55570 3.61577 -0.82163  0.0910
H -3.50204 2.29678 -0.10482  0.0719
H -2.48769 3.30327 0.92841  0.0865
C -1.55147 1.15601 -1.45125  -0.1871
H -0.60040 0.65064 -1.62148  0.1161
C -2.65007 0.08218 -1.44437  -0.1176
C -2.38644 -0.99366 -0.43365  -0.2934
N -2.00080 -2.17039 -0.91097  0.1082
C -1.75481 -3.15338 -0.06154  -0.1662
C -1.87322 -3.02398 1.31262  -0.0732
C -2.27257 -1.79495 1.81601  -0.0673
C -2.53805 -0.76400 0.93219  -0.0342
H -2.85141 0.20548 1.28364  0.1062
H -2.37585 -1.64493 2.88160  0.1070
H -1.65754 -3.85497 1.96602  0.0997
H -1.44536 -4.08901 -0.51083  0.1054
H -3.62271 0.53644 -1.24997  0.1046
H -2.67455 -0.37925 -2.43232  0.1147
H -1.73367 1.83631 -2.30393  0.1244
H -0.27853 3.29605 0.75667  0.1243
H 0.03189 3.19631 -0.98628  0.1290
H 0.87637 1.49306 2.35651  0.1195
H 0.41751 -1.61196 0.32556  0.0874
C 1.88728 -2.57259 -1.62484  -0.0618
H 0.80703 -2.69066 -1.64285  0.0577
H 2.34553 -3.55774 -1.53251  0.0800
H 2.20968 -2.14751 -2.57505  0.0793
H 4.37023 -2.20560 -0.75668  0.0775
H 4.11828 -0.92560 0.43053  0.0638
H 3.95792 -0.58123 -1.29354  0.0842

For the relative energy (zero: lowest compared OMol25 entry of this formula, charge and spin), the calculation gives 8.3 kcal per mole. The calculation puts the LUMO energy at 0.03376 Eh. The calculation puts the total energy at -774.06555 a.u. As for the SMILES: CC(C)=CCC[C@H](C)CN(C)CCc1ccccn1. Its orbital gap is 9.5 eV.


CHBrCl2S | wB97M-V/def2-TZVPD

Last column: Löwdin charge in e.
Element x y z (Å)
C -0.80426 0.98923 -0.97805  -1.7795
S 0.22038 -0.00635 -1.70630  0.6033
Cl 1.42619 -1.64219 1.55200  0.2688
Cl -2.49855 0.80023 -0.92605  0.5644
Br -0.21400 2.56153 -0.04658  0.5972
H 1.87024 -2.70245 2.10498  -0.2542

For the relative energy (zero: lowest compared OMol25 entry of this formula, charge and spin), the calculation gives 0.7 kcal per mole. The calculation puts the LUMO energy at -0.03274 Eh. The calculation puts the total energy at -3931.26296 a.u. As for the SMILES: S=C(Cl)Br.Cl. Its orbital gap is 8.6 eV.


C8H12O | wB97M-V/def2-TZVPD

Last column: Löwdin charge in e.
Element x y z (Å)
C 0.05892 -0.22546 -2.70895  -0.1979
C 0.48861 -0.13993 -0.34092  -0.4194
C 0.01669 1.25317 0.01996  -0.1048
C -0.38680 1.06957 1.50184  -0.1787
C -0.94859 -0.38913 1.53108  -0.1418
C -0.91070 -0.86211 0.06780  -0.0709
C 0.46992 -0.03171 1.95505  -0.2311
C 1.30873 -0.54579 0.83631  -0.0942
H -0.09740 0.85200 -2.87355  0.0858
H -0.96100 -0.81657 -2.62606  0.1189
H 0.35339 -0.61264 -3.73703  0.1022
H -0.73519 1.52603 -0.71972  0.1068
H 0.92131 2.05700 0.00893  0.1688
H -0.67522 1.96137 2.14809  0.1601
H -1.82817 -0.44531 2.16759  0.1272
H -1.88590 -0.68800 -0.43991  0.1226
H -0.66750 -1.94879 0.01221  0.1225
H 0.78211 0.18040 2.89466  0.1093
H 2.38068 -0.11169 0.87660  0.1530
H 1.41107 -1.69121 1.13212  0.1672
O 0.90503 -0.39118 -1.70609  -0.1055

For the relative energy (zero: lowest compared OMol25 entry of this formula, charge and spin), the calculation gives 71.1 kcal per mole. The calculation puts the LUMO energy at 0.03559 Eh. The calculation puts the total energy at -387.14965 a.u. As for the SMILES: CO[C@]12C[C@@H]3[C@H](C1)[C@@H]3C2. Its orbital gap is 10.3 eV.


C5H10IN | wB97M-V/def2-TZVPD

Last column: Löwdin charge in e.
Element x y z (Å)
C 0.70367 -1.20609 -0.09175  -0.3285
C 0.86765 2.07782 1.49417  -0.1120
C -1.56089 -0.86594 -0.97537  -0.1715
C 0.06160 1.85663 0.51214  -0.1734
C -0.59362 -0.97385 0.12434  -0.8679
N 1.43307 -1.18969 -1.25731  0.0685
I -1.45332 -1.01955 2.02908  0.8691
H 1.31492 -1.19126 0.89345  0.1232
H 0.75788 -1.38958 -1.99652  0.0748
H 1.90311 2.28518 1.41024  0.0384
H 0.26480 2.13838 2.45695  0.0724
H -2.47451 -1.40969 -0.69260  0.0634
H -1.68989 0.19835 -0.99321  0.0609
H -1.10731 -1.23274 -1.89852  0.0692
H 0.31522 1.79013 -0.58286  0.0832
H -1.01226 1.84625 0.89751  0.0545
H 2.26989 -1.71433 -1.32973  0.0755

For the relative energy (zero: lowest compared OMol25 entry of this formula, charge and spin), the calculation gives 25.9 kcal per mole. The calculation puts the LUMO energy at 0.02410 Eh. The calculation puts the total energy at -548.86832 a.u. As for the SMILES: C/C(I)=C\N.C=C. Its orbital gap is 8.6 eV.


C24H30Cl2F3NO2S | wB97M-V/def2-TZVPD

Last column: Löwdin charge in e.
Element x y z (Å)
C -3.33357 -2.00996 -1.41653  -0.1020
C -2.66694 -3.06761 -2.37119  -0.3953
C -2.28067 -4.43740 -1.63451  -0.0662
C -1.45165 -2.52702 -3.21438  -0.1599
C -0.28085 -1.87093 -2.36338  -0.2986
C 0.05321 -0.45542 -3.03777  -0.0776
C 1.05492 -2.71169 -2.37805  -0.1710
O 1.22613 -3.61735 -1.26766  -0.0916
C 1.38156 -2.86746 -0.09005  -0.2418
C 0.32263 -2.84260 0.93254  -0.0013
C 0.47642 -2.01299 2.14770  -0.0636
C 1.70838 -1.24506 2.28065  -0.4215
C 2.78156 -1.28946 1.25789  -0.2183
C 2.63282 -2.10827 0.05564  0.0649
N 3.99173 -0.52516 1.42799  0.0417
C 3.75701 0.87332 1.70951  -0.2233
C 4.45383 1.85658 0.86034  -0.0115
C 4.15963 3.27757 1.16894  -0.0700
C 3.26983 3.68141 2.25991  -0.0392
C 2.57883 2.68360 3.10714  -0.2008
C 1.58700 3.06856 4.24873  -0.1191
C 0.12010 2.96760 3.63558  -0.1973
O -0.05760 3.92314 2.57724  -0.1444
C -0.57569 3.33417 1.39526  -0.0839
C -0.10029 4.24281 0.17974  -0.4672
F 0.35111 3.40371 -0.83630  0.0708
F -1.13751 4.97326 -0.37481  0.0901
F 0.94238 5.06442 0.51001  0.1168
C 2.84246 1.27987 2.80192  -0.3642
S 2.05920 -0.12330 3.68884  0.9444
H -4.27774 -2.46322 -1.01022  0.0738
H -3.59285 -1.10019 -2.03317  0.0558
H -2.68332 -1.71431 -0.54409  0.0742
H -3.46369 -3.36250 -3.12114  0.1285
H -2.06922 -4.27572 -0.53864  0.0573
H -1.33706 -4.80811 -2.13072  0.0756
H -3.11748 -5.18084 -1.77370  0.0778
H -1.84785 -1.70826 -3.88759  0.1095
H -1.04498 -3.33920 -3.87542  0.1133
H -0.67615 -1.62681 -1.34600  0.1142
H -0.80734 0.23782 -2.79451  0.0823
H 0.09029 -0.54299 -4.15371  0.0818
H 0.98564 0.00326 -2.62041  0.0738
H 1.91565 -1.99985 -2.52576  0.1108
H 1.04472 -3.35892 -3.30580  0.1344
H -0.61063 -3.44523 0.79528  0.0937
H -0.31374 -1.96801 2.93020  0.1041
H 3.44319 -2.14195 -0.70726  0.1224
H 4.62969 -0.65236 0.64451  0.1173
H 5.12966 1.55703 0.01890  0.1043
H 4.66797 4.01490 0.49463  0.0992
H 3.10246 4.77676 2.42843  0.1116
H 1.61470 2.34653 5.11338  0.1075
H 1.73105 4.11260 4.62716  0.1226
H -0.60634 3.25401 4.45599  0.1311
H -0.13100 1.92389 3.31004  0.1085
H -1.70322 3.29680 1.36104  0.1453
H -0.16055 2.30436 1.18860  0.1425
C -5.91894 1.13157 -1.63354  -1.0271
Cl -6.28687 0.01641 -0.31239  0.5050
Cl -6.04182 0.33139 -3.20491  0.5024
H -6.62410 1.95771 -1.60324  0.0240
H -4.90611 1.50507 -1.50689  0.0235

The calculation puts the LUMO energy at 0.01107 Eh. The calculation puts the total energy at -2755.81091 a.u. As for the SMILES: CC(C)C[C@H](C)COc1ccc2c(c1)Nc1cccc(CCOCC(F)(F)F)c1S2.ClCCl. Its orbital gap is 8.2 eV.


C3H3FeO4 | wB97M-V/def2-TZVPD

Last column: Löwdin charge in e.
Element x y z (Å)
C -1.50366 0.50119 -0.19191  -0.2607
C -1.35755 -0.93708 0.18010  -0.0953
O -0.43666 -1.28797 0.92353  0.0017
O -0.72151 1.29495 0.59238  -0.1971
H -2.58733 0.72752 -0.07363  0.1646
H -2.14052 -1.65672 -0.11448  0.1712
Fe 0.72938 0.33374 1.27127  1.3654
O 2.41748 0.33661 0.50880  -0.1373
O 3.96735 0.09762 -1.11657  0.1379
C 2.86113 0.01771 -0.63802  -0.3558
H -1.22812 0.57243 -1.34148  0.2053

For the relative energy (zero: lowest compared OMol25 entry of this formula, charge and spin), the calculation gives 0.0 kcal per mole. The calculation puts the LUMO energy (spin up / spin down) at -0.20848 / -0.30141 Eh. The multiplicity is 7. The calculation puts the total energy at -1680.36954 a.u. Its charge is +1. Its expectation value of S² is 12.02. Its orbital gap (spin up / spin down) is 6.6 / 7.3 eV.